No. 1
ORCA calculation (the ωB97M-V functional and the def2-TZVPD basis) on C35H24BBrFeN3O3S as an isolated structure.

Positions of all 69 atoms, in Å:
Br  -0.33063  0.03537  -3.51826
Fe  0.28699  0.16556  -0.37491
S  -2.28797  0.09201  3.34521
O  -2.58033  -3.22615  -0.82076
O  -0.62325  -2.04678  -0.91786
O  -1.42067  5.05156  -3.99066
N  2.12330  -0.24324  -0.87355
N  -1.10076  1.73679  -1.52707
N  -0.65949  -0.49483  1.43394
C  -1.58244  -5.47478  -1.06787
C  0.55959  2.49020  1.57712
C  -0.85957  1.70240  -2.82374
C  -2.87751  0.10165  0.60173
C  2.54494  -1.14667  -1.78145
C  1.33709  3.31761  2.36923
C  1.25803  -0.77473  5.09630
C  -1.60429  4.06725  -1.79503
C  3.07441  0.57656  -0.33240
C  -4.71452  0.63453  -1.42027
C  0.83891  -5.42736  -1.18676
C  -1.33123  3.99121  -3.15586
C  0.05545  -0.63107  2.61605
C  -3.80084  1.13374  0.73948
C  3.31282  2.41413  1.37523
C  4.42195  0.42920  -0.65829
C  1.10240  1.59023  0.63447
C  2.72708  3.29272  2.26524
C  4.83314  -0.52881  -1.56040
C  1.99096  -1.05270  3.93454
C  -0.07320  -0.41792  5.03310
C  -3.82107  -0.42010  -1.54359
C  -4.71137  1.40557  -0.26943
C  -0.66738  -0.34479  3.77577
C  -2.88571  -0.70100  -0.54887
C  2.52080  1.57851  0.58333
C  -1.88557  -0.12752  1.66545
C  -1.53584  -4.10321  -0.98599
C  -0.94862  2.77182  -3.69355
C  3.86072  -1.32924  -2.14595
C  -1.47161  2.92415  -1.03577
C  1.40292  -0.98152  2.69131
C  -0.34544  -3.39715  -1.02651
C  0.87156  -4.03658  -1.10263
C  -0.35966  -6.13191  -1.17869
B  -2.00489  -1.97038  -0.74321
H  -5.42165  0.83966  -2.21311
H  -3.85629  -1.04001  -2.43146
H  5.14497  1.09075  -0.20074
H  1.80383  -3.49131  -1.07692
H  4.39528  2.36842  1.31070
H  -0.63167  -0.19113  5.93092
H  1.95173  -1.15755  1.77534
H  -1.90243  4.99851  -1.33069
H  1.76336  -1.73816  -2.23987
H  -3.78644  1.74467  1.63431
H  5.87782  -0.63958  -1.81772
H  1.77235  -5.96998  -1.24988
H  4.11208  -2.07969  -2.88340
H  -2.52220  -6.00723  -1.03422
H  -1.66302  2.95622  0.02653
H  -5.41258  2.22213  -0.15611
H  -0.51854  2.52151  1.73353
H  3.33599  3.93794  2.88528
H  0.86446  3.98289  3.08477
H  -1.66363  5.84055  -3.49472
H  1.74620  -0.83176  6.06029
H  -0.72387  2.67429  -4.74426
H  -0.34235  -7.21114  -1.24535
H  3.03735  -1.31437  4.01859

Cartesian forces, eV/Å:
0.01 -0.25 -0.27
-0.10 0.05 0.10
-0.05 -0.02 0.02
-0.07 0.01 0.00
-0.24 0.06 0.01
0.01 -0.07 0.02
0.17 0.00 0.10
0.21 -0.17 0.07
-0.36 0.33 -0.11
0.00 -0.01 0.00
0.00 -0.08 -0.05
-0.09 0.18 -0.07
0.01 0.01 -0.02
-0.05 -0.04 -0.12
-0.07 0.02 0.02
-0.02 0.01 0.02
-0.01 -0.03 0.04
-0.07 0.18 0.17
0.00 0.00 0.02
-0.02 -0.01 0.01
0.00 0.03 -0.05
0.09 -0.02 -0.01
0.01 0.01 0.01
0.09 -0.04 -0.04
0.03 0.15 0.07
0.31 0.03 0.09
0.02 0.00 -0.01
0.05 0.05 0.07
-0.01 -0.01 -0.01
0.02 0.01 0.03
-0.02 0.02 0.02
0.01 0.02 0.00
-0.01 -0.02 -0.09
-0.07 -0.01 -0.03
-0.05 -0.09 -0.12
0.19 -0.17 0.10
0.04 -0.01 -0.02
-0.02 0.04 -0.01
-0.18 -0.09 -0.10
-0.03 -0.02 0.10
0.00 0.02 0.01
0.10 -0.04 0.06
0.04 0.03 0.01
0.02 0.02 0.00
0.12 -0.01 -0.05
0.00 0.00 0.00
0.01 -0.01 0.00
0.00 0.00 -0.01
-0.02 -0.04 0.01
-0.01 0.02 0.02
-0.01 0.00 0.01
0.00 -0.01 -0.01
0.00 0.00 0.01
0.02 0.00 -0.02
0.00 0.01 0.00
0.02 0.00 0.01
0.01 0.00 0.00
-0.01 -0.01 0.00
-0.01 0.00 0.00
0.03 0.00 0.01
0.00 0.00 0.00
-0.02 -0.01 0.00
0.02 0.00 0.00
0.01 0.00 0.00
0.00 0.01 0.02
0.00 0.00 0.00
0.00 -0.01 0.00
0.00 -0.01 0.00
0.00 0.00 -0.01

Its net charge is 0. The value obtained for the electronic energy is -163240.2049 eV. The calculation puts the HOMO-LUMO gap (spin up / spin down) at 6.39 / 4.70 eV. The energy relative to the best compared isomer or geometry (same formula, charge and spin) is 53.1 kcal/mol. The spin multiplicity is 2. The value obtained for the HOMO energy (spin up / spin down) is -6.31 / -4.64 eV. The maximum force is 0.50 eV Å⁻¹. The value obtained for the LUMO energy (spin up / spin down) is 0.079 / 0.067 eV.

Results of the Mulliken charge analysis, in e, for atoms 1 through 2: -0.10, -0.05

No. 2
ORCA calculation (the ωB97M-V functional and the def2-TZVPD basis) on a 11-piece molecular cluster, C45H81N3O29 overall in a non-equilibrium geometry.

Positions of all 158 atoms, in Å:
O  7.11314  1.86357  -3.96498
O  6.09278  0.26232  -5.47382
O  -1.04698  -6.98163  1.90067
O  1.58055  -2.97774  4.34681
O  -2.59116  -2.18930  -4.91540
O  -0.98485  0.31706  -7.80369
O  -2.75753  5.12568  -0.60911
O  -2.57217  6.19606  1.27583
O  -6.78032  -0.19342  -3.42074
O  -3.14082  -1.57182  2.38085
O  -2.16993  -5.28761  0.76550
O  0.63005  -0.92731  3.98190
O  3.19793  5.33347  0.53842
O  -9.98210  -5.21762  -2.13211
O  -0.14801  -2.41096  5.51790
O  -4.61722  -1.45615  0.65919
O  5.09506  0.84534  -3.64852
O  3.55043  3.13920  0.45730
O  8.65570  0.12720  5.95668
O  3.91342  4.19131  2.42933
O  -2.71512  0.87598  -9.16840
O  -1.85024  2.39699  -7.62066
O  -1.06553  -3.23117  -3.72870
O  -3.11405  -3.02426  -3.06305
O  -1.07386  1.44834  -3.33908
O  -0.67206  5.71183  0.05624
O  -0.03096  -5.11194  1.22948
O  -3.56851  0.35643  1.50065
O  2.92596  0.25570  0.38044
N  7.45297  0.82529  5.91565
N  0.45202  -0.76608  -1.36955
N  -9.48448  -2.55537  -3.47458
C  -1.86750  1.76688  -2.19749
C  -9.75006  -5.01064  -3.51100
C  3.02943  4.93750  -0.78400
C  -4.03554  4.99699  -0.13810
C  -7.69317  -1.05257  -2.92378
C  4.21917  -0.18766  -4.15499
C  -0.01666  1.02449  -7.04749
C  -4.05259  -2.01478  -3.34348
C  1.11829  -4.27547  4.68524
C  0.38238  1.39854  -3.08786
C  -0.19450  -4.04025  0.32999
C  -1.72603  -4.12533  0.04453
C  0.67629  -1.98747  4.61666
C  -3.93113  6.10558  0.92046
C  3.56915  4.22063  1.25393
C  -1.87726  5.65399  0.24695
C  7.39686  1.33589  8.44355
C  -0.70917  2.34672  -6.75078
C  -8.82236  -1.30060  -3.87510
C  -3.88116  -0.92818  1.49295
C  5.50151  1.47642  4.54499
C  -3.93493  -1.81204  -4.74221
C  8.32739  3.09764  6.79230
C  -1.10282  -5.85448  1.42369
C  -2.17675  -2.86688  -3.94064
C  -2.65176  -0.64816  3.37243
C  0.91402  -0.05306  -2.63065
C  1.66900  -0.14044  0.96887
C  6.93529  0.93478  4.50051
C  -2.68711  0.68132  2.58283
C  5.34818  2.72038  5.42056
C  0.59704  -0.00889  -0.15339
C  6.62895  -0.52417  3.99934
C  3.51787  3.52581  -0.87745
C  -10.20196  -6.59025  -1.81259
C  7.30578  1.92611  6.94512
C  -8.79975  -3.81199  -3.71312
C  -1.93764  1.14780  -8.18355
C  6.19243  1.07355  -4.37778
C  -6.21790  0.72259  -2.44249
C  7.83840  1.69595  3.61210
C  4.96651  -0.49078  -5.44559
C  -0.09279  -3.82444  5.57744
C  5.84495  2.46887  6.85102
C  4.02882  0.34230  1.35148
H  -5.59640  1.47117  -2.93389
H  5.22386  -1.54488  -5.34198
H  -4.59947  -2.50080  -5.26383
H  4.36240  -0.54005  -6.35153
H  7.58370  2.09928  2.63202
H  8.25015  2.60336  4.05387
H  0.02542  0.39611  -6.15784
H  5.92786  3.54159  4.99905
H  -9.40661  -7.25383  -2.15196
H  9.29047  0.81929  5.75744
H  -0.00994  -4.21206  6.59282
H  1.98842  0.10864  -2.71801
H  3.01601  2.79845  -1.51557
H  0.08595  3.09195  -6.72798
H  5.91550  3.41561  7.38657
H  -8.46115  -1.54340  -4.87444
H  5.72765  -0.96033  4.43007
H  4.67654  0.78727  4.72556
H  -4.87338  5.19563  -0.80643
H  6.34411  -0.63459  2.95302
H  -10.63405  -4.65118  -4.03773
H  -3.83197  -1.19932  -2.65467
H  -0.82834  -4.41167  5.02770
H  -8.48819  -3.79183  -4.75745
H  0.92516  1.11101  -7.58932
H  1.06794  -1.56646  -1.35742
H  -4.56917  5.84194  1.76396
H  -8.17987  -0.60594  -2.05674
H  -3.17764  -0.61787  4.32670
H  9.35763  2.74514  6.74277
H  -1.61595  -0.92936  3.56249
H  -10.08065  -6.56719  -0.72960
H  -1.67045  0.96418  2.30991
H  -9.38524  -5.89019  -4.04146
H  0.88257  1.69793  -4.00888
H  1.71983  -4.76294  5.45246
H  0.66163  -0.83288  -3.34917
H  5.15161  1.81827  7.38402
H  0.88595  -5.04973  3.95404
H  -3.04452  1.53638  3.15662
H  -1.56348  1.07379  -1.41309
H  0.43480  2.21295  -2.36531
H  0.30849  -3.14311  0.69088
H  -7.98668  -4.00627  -3.01364
H  8.15776  3.64527  7.71935
H  3.30967  0.34904  -4.42492
H  -4.24259  -0.79017  -4.96407
H  4.17291  1.24587  1.94385
H  3.61157  5.59827  -1.42635
H  4.28014  2.93697  5.39870
H  -1.76880  2.73446  -1.70542
H  -7.03291  1.34883  -2.07959
H  7.47835  -1.19031  4.15058
H  -1.13476  2.39273  -5.74835
H  3.81861  -0.62709  1.80337
H  -2.26203  -3.23719  0.37921
H  5.19011  1.82067  3.55878
H  1.97351  4.93574  -1.05442
H  8.44071  1.10480  8.65585
H  7.08633  2.13093  9.12147
H  4.46639  3.38206  -1.39488
H  4.86029  0.15685  0.67151
H  -1.80060  -4.30258  -1.02837
H  0.37467  -4.33615  -0.55126
H  4.10324  -1.11396  -3.59228
H  8.77679  1.14749  3.53015
H  -9.31193  -0.33884  -4.02816
H  0.64828  1.05631  -0.37882
H  1.77969  -1.12065  1.43260
H  1.51876  0.62701  1.72817
H  -4.38662  7.00279  0.50137
H  -7.21932  -1.99210  -2.63947
H  -0.41534  -0.17076  0.21673
H  -5.66317  0.08945  -1.75002
H  -11.24174  -6.84033  -2.02337
H  -10.00119  -2.72850  -2.62421
H  -4.99385  -2.36064  -2.91626
H  -2.88721  1.56555  -2.52577
H  8.12204  3.83934  6.02040
H  6.79382  0.44555  8.62168
H  -4.35259  4.05730  0.31419

Cartesian forces, eV/Å:
-4.31 -3.97 -2.96
2.74 2.50 -0.27
-0.76 2.77 -0.29
1.17 0.29 -1.78
0.11 2.84 -5.07
-0.23 -0.03 -0.42
1.78 -1.85 -2.85
0.36 -0.07 -0.24
2.27 2.66 -1.13
-0.48 -0.83 1.50
0.68 -0.25 0.76
0.29 -2.47 2.23
0.68 -0.95 1.77
0.46 -0.47 -0.84
-2.01 -0.44 1.07
1.55 1.25 2.06
-0.55 0.03 1.92
0.30 -0.63 1.14
0.29 0.53 0.26
-1.14 0.25 -2.75
2.89 1.26 5.05
0.98 -1.04 -0.63
1.59 -0.75 -0.60
-1.49 -1.10 2.00
1.03 0.29 -0.61
-2.87 -0.35 0.69
1.66 0.13 1.56
-0.07 1.86 -0.09
-0.14 0.73 -0.07
-2.23 0.08 0.22
1.82 0.98 -1.88
-1.40 -0.23 -0.23
0.54 -1.43 0.13
0.01 1.58 -0.73
-0.83 0.35 -2.13
-1.60 1.26 2.31
-0.97 -0.63 1.18
0.55 1.89 -1.91
-0.85 -0.75 1.09
-2.08 -0.49 5.02
-0.43 0.90 3.59
-2.64 -1.36 1.30
-0.33 -0.75 -0.79
0.95 0.61 -0.18
1.27 1.41 -3.50
-2.80 -0.46 0.58
0.87 0.46 2.19
2.15 0.89 -0.25
0.85 0.60 -1.67
0.20 -0.26 1.82
0.78 -1.78 -0.22
-1.04 -1.54 -2.87
-0.32 2.05 -0.20
-1.62 0.30 -1.55
-0.93 -0.38 0.87
-0.54 -2.53 -1.29
2.42 -1.25 2.61
1.30 0.55 -0.57
-0.54 0.61 -0.12
1.08 0.66 -1.52
-2.69 -1.89 1.03
0.20 -0.43 1.05
0.27 -0.70 0.43
-0.97 1.04 1.58
0.78 -0.41 -0.21
0.92 -0.93 -1.60
0.03 1.31 1.57
-0.68 -1.16 -0.34
-0.16 -0.27 -0.13
-3.28 0.00 -6.10
2.79 2.00 2.12
-0.66 -0.66 -1.29
2.43 1.20 -0.31
-1.63 -3.61 0.10
0.18 -2.66 -0.87
0.64 0.25 -0.57
-1.10 -2.17 -2.27
0.43 -0.53 -0.35
0.68 -0.17 -0.22
0.20 -0.01 -0.43
0.11 1.09 -0.18
-0.76 -0.85 -0.15
-0.48 0.30 0.69
0.91 0.35 0.24
-0.22 0.16 -0.18
-0.31 -0.07 -0.66
0.88 -0.08 -0.14
-0.11 0.58 -0.03
0.34 -0.21 0.60
-1.37 0.19 0.57
-0.72 0.89 -1.12
-0.43 0.11 0.17
0.41 0.07 -0.13
0.35 0.15 0.86
0.55 -0.53 0.78
0.72 0.40 -0.76
0.47 0.78 -0.47
-0.68 -0.47 0.11
0.46 0.63 -0.48
-1.53 1.15 0.62
0.44 -0.30 0.00
-0.12 -0.09 -0.03
-0.07 -0.42 0.09
0.46 0.15 0.40
0.06 -0.20 0.61
-0.55 -0.39 -0.36
0.04 0.11 0.04
-0.17 0.03 0.14
-0.27 -0.38 0.16
-0.13 -0.22 -0.89
0.23 -0.18 0.29
0.02 -0.22 -0.01
1.14 0.21 -0.64
-0.14 0.52 -0.72
0.12 -0.16 0.02
0.01 0.97 -0.82
-0.52 -0.21 -0.10
-0.50 -0.36 0.21
1.22 -0.21 0.36
-0.72 0.16 0.44
0.65 0.16 -0.17
0.61 0.20 0.17
-0.35 -0.49 0.63
0.81 0.02 -0.68
-0.66 -0.22 -0.04
-0.27 0.10 -0.03
0.10 0.58 0.20
0.22 0.63 -0.78
-0.11 -0.41 0.88
-0.01 -0.03 0.11
0.17 -0.35 0.19
0.93 0.35 1.50
-0.19 -0.24 -0.13
0.56 0.05 -0.37
-0.12 0.56 0.09
0.01 -0.13 0.14
-0.05 0.00 0.01
0.94 0.65 0.77
0.47 0.41 0.42
-0.66 0.13 0.17
-0.14 0.13 -0.26
0.00 0.73 0.71
0.01 -0.45 -0.55
-1.18 -0.48 0.37
-0.07 0.09 -0.26
-0.19 -0.21 0.07
-0.90 -0.30 0.31
0.80 0.52 0.07
-0.03 -0.22 0.25
0.05 0.40 1.37
-0.09 0.64 0.65
0.21 -0.58 -0.40
-0.02 1.38 0.28
-0.33 -0.09 -0.68
-0.04 0.19 0.33
-0.08 -0.44 -0.37
-0.06 0.11 -0.38
1.04 -0.58 0.01

Its net charge is 0. The value obtained for the electronic energy is -111814.0917 eV. The calculation puts the HOMO-LUMO gap at 8.00 eV. The SMILES is CC1(C)CCCC(C)(C)N1O.COCCNCCOC.COCCNCCOC.O=C1OCCO1.O=C1OCCO1.O=C1OCCO1.O=C1OCCO1.O=C1OCCO1.O=C1OCCO1.O=C1OCCO1.O=C1OCCO1. The value obtained for the HOMO energy is -8.03 eV. The maximum force is 6.92 eV Å⁻¹. The value obtained for the LUMO energy is -0.035 eV.

Results of the Mulliken charge analysis, in e, for atoms 1 through 2: -0.58, -0.34